Record 1
ORCA calculation (wB97M-V/def2-TZVPD) on one molecule with the formula C9H18N2O4S at a distorted geometry.

* largest force on an atom: 0.0708 Eh/bohr
* energy relative to the best compared isomer or geometry (same formula, charge and spin): 10.4 kcal/mol
* orbital gap: 9.14 eV
* energy: -1162.415101 a.u.
* SMILES string: CSCC[C@H](NC(=O)[C@@H](N)[C@@H](C)O)C(=O)O

```
34
C9H18N2O4S | the Open Molecules 2025 dataset | wB97M-V/def2-TZVPD
C 0.5687 4.3846 -2.3098
S 2.1508 4.0211 -1.5121
C 2.0473 2.1848 -1.3064
C 1.0365 1.7045 -0.2395
C 0.9362 0.2262 -0.1456
N -0.2037 -0.3204 0.6089
C -0.9422 -1.3682 0.1677
O -1.0322 -1.6994 -1.0150
C -1.6498 -2.1215 1.2867
N -1.9676 -1.2337 2.4115
C -2.8206 -2.8849 0.7361
C -3.6667 -3.5865 1.7933
O -3.6424 -2.0927 -0.0967
C 2.2706 -0.3706 0.1830
O 3.2282 -0.3781 -0.5660
O 2.2768 -0.8647 1.4554
H 0.4296 3.7839 -3.2600
H 0.5311 5.4925 -2.5089
H -0.2688 4.0660 -1.6087
H 1.7418 1.8151 -2.3130
H 3.0487 1.7432 -1.1353
H -0.0270 2.1203 -0.2925
H 1.4360 2.0961 0.7507
H 0.7578 0.0220 -1.1947
H -0.2581 -0.1609 1.6104
H -0.8856 -2.7839 1.7103
H -2.6265 -0.5401 2.0871
H -2.5133 -1.7929 3.0940
H -2.3725 -3.6361 0.0985
H -4.2621 -4.3305 1.2756
H -4.3559 -2.9418 2.3603
H -2.9978 -4.0870 2.5055
H -3.1138 -1.8500 -0.9235
H 3.2004 -1.2060 1.5797
```

=====

Record 2
ORCA calculation (wB97M-V/def2-TZVPD) on a 2-piece molecular cluster, C9H18N3S overall at a distorted geometry.

* largest force on an atom: 0.0862 Eh/bohr
* energy relative to the best compared isomer or geometry (same formula, charge and spin): 42.2 kcal/mol
* orbital gap: 7.72 eV
* energy: -915.852766 a.u.
* charge: +1

```
31
C9H18N3S | the Open Molecules 2025 dataset | wB97M-V/def2-TZVPD
C -0.5016 2.9370 0.7225
C -1.0700 3.1681 -0.4380
C -0.4581 1.0663 -0.8007
C -1.8380 4.3827 -0.9175
C 1.9970 -2.1056 0.1971
C 0.6512 -1.0497 2.4807
C -1.4917 -1.5430 1.1707
C -0.0268 -2.5488 -1.1035
C 0.7117 -1.9089 0.1496
N -1.1041 2.0854 -1.2848
N 0.0283 -1.2267 1.0960
N -0.1504 -1.5319 -2.1899
S 0.2617 1.3666 0.6884
H -0.4673 3.5941 1.5988
H -2.2670 4.8257 0.0232
H -1.2002 4.9376 -1.5246
H -2.6564 3.9340 -1.5745
H 2.6057 -1.8461 1.0516
H 2.5115 -2.6744 -0.5605
H -0.3210 0.1899 -1.3867
H 1.7594 -0.6865 2.3651
H -0.0483 -0.3944 3.1023
H 0.7541 -1.9113 3.0620
H -1.8271 -0.9940 2.0943
H -1.9241 -1.1658 0.3387
H -1.8608 -2.6080 1.2509
H 0.5178 -3.4256 -1.3191
H -1.0712 -2.7928 -0.8199
H 0.8334 -1.3139 -2.6738
H -1.6178 2.2931 -2.1015
H -0.6922 -1.9085 -2.9450
```

=====

Record 3
ORCA calculation (wB97M-V/def2-TZVPD) on a 3-piece molecular cluster, C9H18NO2 overall at a distorted geometry.

* largest force on an atom: 0.1121 Eh/bohr
* energy relative to the best compared isomer or geometry (same formula, charge and spin): 132.2 kcal/mol
* orbital gap: 8.96 eV
* energy: -558.502426 a.u.
* charge: +1

```
30
C9H18NO2 | the Open Molecules 2025 dataset | wB97M-V/def2-TZVPD
C -2.3611 1.3940 -1.9333
C -3.2647 1.1387 -1.2006
C 1.7532 -0.7191 -1.4666
C -4.4369 0.9274 -0.3467
C 3.6377 2.9727 0.2531
C -0.8495 -1.7503 -0.4587
C -0.4263 -0.6485 1.5758
C 1.0430 -2.5936 0.9020
C 1.2876 -0.5154 -0.2202
N 0.1761 -1.3233 0.4031
O 2.3580 -0.9060 -2.4326
O 1.3872 0.8221 0.2179
H -1.4442 1.2534 -2.4546
H 4.2539 3.6917 0.7006
H -4.1970 1.4182 0.6168
H -4.5100 -0.2522 -0.2154
H -5.3850 1.3396 -0.7801
H 2.9892 3.3869 -0.6116
H 4.2013 2.1516 -0.1028
H 2.9447 2.6368 1.0713
H -1.4962 -2.5493 0.0124
H -1.4761 -0.9644 -0.8263
H -0.3034 -2.1643 -1.3060
H -1.1667 -1.2043 2.1418
H 0.2442 -0.1586 2.1928
H -0.8658 0.1998 1.1503
H 1.5156 -3.1050 0.0706
H 1.8053 -2.4014 1.6197
H 0.3276 -3.2184 1.3789
H 2.2584 1.1414 0.0485
```

=====

Record 4
ORCA calculation (wB97M-V/def2-TZVPD) on an isolated ion of composition C9H18NO2 and charge +1 at a distorted geometry.

* largest force on an atom: 0.1360 Eh/bohr
* energy relative to the best compared isomer or geometry (same formula, charge and spin): 55.0 kcal/mol
* orbital gap: 11.70 eV
* energy: -558.625416 a.u.
* charge: +1
* SMILES string: CC(C)[C@]1(O)OCC[C@H]2CC[N@H+]21

```
30
C9H18NO2 | the Open Molecules 2025 dataset | wB97M-V/def2-TZVPD
C -0.4948 -2.2403 1.5392
C 0.6148 -1.1590 1.4537
C 1.9233 -1.9766 1.1366
C 0.4260 -0.3513 0.1924
O 0.2942 -1.0789 -0.9263
O 1.4679 0.6117 0.1887
C 1.4206 1.4313 -1.0472
C 0.3603 2.5558 -0.7771
C -0.9509 1.9515 -0.3956
C -1.7151 1.3555 -1.5252
C -1.9055 0.0754 -0.6569
N -0.9007 0.6020 0.3100
H -0.2134 -3.1053 1.9093
H -1.0290 -2.4570 0.5753
H -1.3070 -1.8577 2.3245
H 0.8174 -0.5831 2.3955
H 1.9597 -2.5204 0.1314
H 2.0641 -2.7373 1.8799
H 2.7071 -1.2917 1.3027
H 1.0728 -1.4899 -1.1223
H 1.2173 0.7035 -1.9166
H 2.3870 1.7704 -1.1872
H 0.7226 3.3928 -0.0619
H 0.2822 3.1059 -1.6560
H -1.4635 2.7791 0.1990
H -1.2421 0.9365 -2.3946
H -2.6465 1.7968 -1.8909
H -2.8863 0.0368 -0.2684
H -1.7087 -0.8540 -1.0210
H -1.2738 0.5978 1.3089
```